74
Properties=species:S:1:pos:R:3:forces:R:3 method="wB97M-V/def2-TZVPD" total_charge=-1
C -4.49224 -0.44777 -0.26957 -0.0927 -0.0327 -0.0679
C -3.58632 0.29218 -0.52706 0.0818 -0.0221 -0.0013
C -2.46409 1.17350 -0.84761 -0.3288 -0.2108 0.1859
C -1.26406 1.12492 0.10454 0.4492 0.5026 -0.3448
C -1.57977 1.70339 1.47927 -0.2262 -0.2619 0.1411
C -2.51741 0.85197 2.36148 0.0779 0.4092 0.1860
C -2.17116 0.93220 3.82626 0.0820 -0.0016 -0.0800
C -2.05965 2.16932 4.45648 -0.0017 0.0659 0.0492
C -1.72720 2.26631 5.79700 -0.0295 -0.0471 -0.1319
C -1.49516 1.11578 6.53912 -0.0222 0.2314 0.0058
C -1.60625 -0.11800 5.92442 0.0573 -0.1012 0.1292
C -1.94085 -0.20955 4.58073 0.0080 -0.0123 0.0577
O -0.28816 1.96053 -0.50140 -0.1388 -0.0316 0.5027
B 1.00702 1.27574 -0.39416 -0.0508 -0.0385 -0.3943
C 2.03918 1.78587 -1.52399 -0.1094 0.1911 0.2398
C 2.31001 3.27901 -1.40776 0.0883 -0.0852 0.0407
C 3.65773 3.62127 -0.80762 0.2042 0.1815 0.1696
F 2.26473 3.86790 -2.70181 0.0084 0.1353 -0.0807
P 2.00427 1.47429 1.36775 0.4013 -0.3129 -0.1139
O 3.39939 0.90383 1.32225 0.0992 0.0783 -0.0046
O 0.61602 -0.16615 -0.46568 0.4378 0.1350 0.0374
C -0.55886 -0.26798 0.18652 -0.2161 -0.0001 -0.0400
F -1.32728 -1.26695 -0.42429 -0.0925 -0.1389 -0.1051
H -5.25795 -1.15351 -0.07283 -0.1192 -0.0247 0.0625
H -2.84450 2.19551 -0.84068 0.1724 0.1456 -0.1081
H -2.09992 0.95605 -1.84957 0.0175 -0.0380 -0.0794
H -0.63660 1.85797 1.99958 0.1055 -0.0333 0.0074
H -2.00396 2.69245 1.31093 0.0026 0.1253 0.0507
H -3.53315 1.23336 2.25558 -0.1427 -0.2325 -0.1898
H -2.50709 -0.18625 2.03982 -0.1035 -0.0903 -0.0150
H -2.22408 3.07629 3.88872 -0.0142 0.0252 -0.0734
H -1.64317 3.24572 6.24690 0.0276 0.0243 0.1040
H -1.22409 1.19958 7.58227 0.0162 -0.0861 0.0622
H -1.41507 -1.01533 6.49761 -0.0105 -0.0769 -0.0154
H -2.01449 -1.18277 4.11347 0.0019 -0.0469 -0.0615
H 1.57277 1.63133 -2.49803 -0.0119 -0.2081 -0.0577
H 2.98412 1.24748 -1.45540 0.0304 -0.1656 -0.2187
H 1.52069 3.78556 -0.85125 -0.1592 -0.0356 -0.0423
H 3.96284 2.88307 -0.06648 -0.0478 -0.0867 0.0468
H 3.65589 4.59716 -0.32106 -0.0485 0.0933 -0.0387
H 4.41215 3.64417 -1.59506 -0.0011 -0.1418 -0.1004
H 1.29481 0.89525 2.46161 -0.1629 0.1999 0.0588
H 2.02219 2.83768 1.78843 -0.2211 0.0093 0.1247
H -0.44940 -0.61481 1.22063 0.0277 -0.0013 0.1199
C -3.16620 -2.60863 -2.85669 -0.1600 -0.0280 0.0372
C -2.96609 -4.04233 -2.44417 0.0704 0.0503 -0.0238
O -3.89404 -4.82353 -2.38134 -0.0303 -0.0389 -0.0099
C -1.55704 -4.45480 -2.11366 -0.0848 -0.1001 0.1607
H -4.21820 -2.42513 -3.06452 -0.0062 -0.0157 -0.0113
H -2.83649 -1.94600 -2.05346 0.0701 -0.0138 -0.1038
H -2.57389 -2.39131 -3.74763 0.0826 0.0322 0.0535
H -1.17221 -3.84060 -1.29654 0.0127 0.1066 -0.0961
H -0.91490 -4.31212 -2.98295 0.0456 0.0684 0.0255
H -1.53510 -5.50335 -1.83284 0.0055 -0.0242 -0.0232
C 6.16033 6.66324 0.86255 -0.1130 0.0119 0.0475
C 5.97200 5.42833 1.71546 0.0429 -0.1109 -0.1126
O 4.91966 5.17842 2.24611 -0.0599 0.1195 0.1106
C 7.16416 4.50959 1.85111 -0.0794 -0.0420 0.0833
H 5.23431 7.23235 0.83740 -0.0021 -0.0024 -0.0020
H 6.96073 7.28353 1.27086 0.0470 -0.0212 -0.0436
H 6.43603 6.37571 -0.15347 0.0522 0.0006 0.0073
H 8.00347 5.04559 2.29932 0.0317 0.0131 -0.0598
H 7.47317 4.15311 0.86706 0.0344 0.0356 -0.0090
H 6.89617 3.65951 2.47325 -0.0088 -0.0067 -0.0139
C -1.37982 -8.56643 -5.77630 0.1115 0.0562 0.0328
C -1.80325 -7.66360 -4.63885 -0.0943 0.0197 0.0280
O -1.00881 -6.95837 -4.06446 0.0777 -0.0628 -0.0723
C -3.26369 -7.68546 -4.25910 0.0623 0.0862 0.1068
H -0.31219 -8.45909 -5.95207 -0.0012 0.0032 0.0032
H -1.60670 -9.60571 -5.53226 -0.0571 -0.0045 -0.0349
H -1.92682 -8.30507 -6.68378 -0.0456 -0.0471 0.0052
H -3.55470 -8.69535 -3.96229 -0.0256 -0.0213 -0.0659
H -3.87464 -7.39735 -5.11687 -0.0188 -0.0634 -0.0208
H -3.44714 -6.99272 -3.43993 -0.0057 0.0112 -0.0158



117
Properties=species:S:1:pos:R:3:forces:R:3 method="wB97M-V/def2-TZVPD" total_charge=0
Zn -0.11362 0.06430 0.09966 -0.7695 0.1815 -0.3785
C 2.71043 -1.25820 2.16461 0.3498 -1.3116 -0.1534
C 2.89877 -1.55950 0.67601 0.5260 0.3270 -0.9980
P 2.17665 -0.33058 -0.52592 1.4225 0.6272 0.0051
C 2.45578 -1.07258 -2.18960 1.0578 0.1451 1.0989
C 1.40035 -1.03336 -3.05417 -1.3962 1.0169 -1.2450
C 1.55181 -1.36855 -4.39022 0.1064 -0.5605 -1.3872
C 2.78287 -1.79078 -4.89131 -0.1448 0.5458 1.6549
C 3.84358 -1.78549 -4.01806 1.7320 -0.3585 1.7722
C 3.73270 -1.44274 -2.64894 -0.8863 0.3396 -0.8230
C 3.39727 1.10007 -0.69423 -0.8940 -1.0775 -0.0627
C 4.59536 1.09003 -0.01429 0.0465 -1.0602 0.8207
C 5.49778 2.09089 -0.21845 1.3051 1.1541 0.5503
C 5.17496 3.18175 -1.01972 0.3662 -0.3909 0.0671
C 3.99541 3.20567 -1.72548 0.3774 -0.1762 0.1348
C 3.14434 2.12728 -1.59366 -1.9854 0.0769 -1.2452
C 1.39080 -1.73116 2.74155 -0.0284 0.9828 1.0144
P 0.01362 -0.50517 2.49412 0.5233 -0.3306 1.0890
C -1.36907 -1.33732 3.37694 0.2729 -0.5837 -0.6720
C -2.38200 -0.62148 3.98232 0.1495 -2.0604 -0.1927
C -3.46485 -1.29876 4.56320 0.2823 1.2034 -0.4666
C -3.55918 -2.65349 4.55319 1.8106 -0.5279 -0.6186
C -2.47959 -3.36545 3.95739 -3.1522 -0.5965 0.5658
C -1.46205 -2.74146 3.33051 0.4373 0.7220 0.2266
C 0.36230 0.81702 3.74473 -0.7620 0.1042 -0.1195
C -0.40373 1.96481 3.59636 0.9377 1.1416 0.2185
C -0.24893 3.07635 4.44905 -0.3610 -1.0259 -0.1082
C 0.52291 2.95679 5.60603 0.4756 -0.2409 0.2427
C 1.24952 1.74930 5.85236 -1.4683 0.6622 -0.9108
C 1.12666 0.72504 4.89291 1.7474 -0.3299 0.9791
H 2.87127 -0.20578 2.30994 0.0144 0.6794 0.3216
H 3.50810 -1.78656 2.75299 -0.5060 0.4658 -0.6855
H 2.43202 -2.46799 0.26142 0.1474 -0.1511 0.7915
H 3.97976 -1.66702 0.53910 -0.1273 -0.0682 -0.4858
H 0.47450 -0.48901 -2.80160 0.3442 -0.6895 0.2585
H 0.74330 -1.30191 -5.11850 -0.1284 0.1747 0.4796
H 3.03848 -2.02865 -5.88849 -0.4923 -0.2242 -1.0592
H 4.83992 -2.08603 -4.36050 -0.3483 0.2106 -0.0490
H 4.59625 -1.28388 -1.99391 -0.2150 -0.4508 -0.3778
H 4.86523 0.28351 0.68786 -0.2725 0.4047 -0.4478
H 6.45640 2.04887 0.32155 -0.4596 0.1480 -0.3713
H 5.84029 4.00129 -1.18153 0.5813 0.2943 0.2297
H 3.84830 4.06689 -2.36336 -0.5356 -0.2306 -0.1690
H 2.22837 2.10322 -2.25502 0.9311 -0.0965 1.0095
H 1.54575 -1.82206 3.81286 -0.2156 0.2022 0.4116
H 1.18684 -2.75520 2.49565 -0.3532 -0.3745 -0.8499
H -2.30863 0.41173 3.92053 -0.3421 1.7961 0.2814
H -4.26337 -0.69454 4.90787 -0.7080 0.4288 0.5643
H -4.40421 -3.17573 4.94625 -0.3434 -0.1929 0.2041
H -2.70283 -4.41851 3.83829 0.7477 -0.2326 0.0802
H -0.75913 -3.37889 2.85315 0.7001 -0.1252 -0.5084
H -1.04510 2.07647 2.75102 -0.4082 0.0455 -0.5887
H -0.81402 3.96868 4.17020 0.2745 -0.1298 0.4374
H 0.55291 3.81648 6.29977 0.1812 -0.6752 -0.3542
H 1.80900 1.58684 6.78206 -0.1390 0.1751 -0.5917
H 1.77945 -0.14592 5.03818 -0.4525 0.1762 0.0382
F -5.95159 -1.59451 -3.12572 1.0668 0.2069 1.0341
C -4.73574 -1.57218 -2.41108 -1.6222 -0.2890 -2.3716
C -4.70846 -1.80334 -1.07731 0.6699 0.0207 0.6195
C -3.45136 -1.89279 -0.47661 -0.9908 -0.3381 1.6908
C -2.24552 -1.70326 -1.11291 -0.7103 -0.5110 -1.0875
C -0.92750 -1.82495 -0.48388 0.5586 0.7372 0.1034
C -2.37812 -1.50692 -2.50135 -0.3110 -0.0851 0.0699
C -3.59805 -1.46795 -3.18858 1.2350 0.0315 2.8276
H -5.57096 -1.93834 -0.44566 -0.3049 -0.0376 -0.2927
H -3.51867 -2.17841 0.58319 0.4968 0.2651 -0.2455
H -0.20314 -2.15875 -1.24085 -0.1150 -0.0539 0.3540
H -0.94583 -2.45290 0.41498 0.0188 -0.0771 -0.1918
H -1.45096 -1.45614 -3.02761 0.3681 0.1889 -0.7130
H -3.59745 -1.32947 -4.21538 -0.3147 0.1816 -1.7460
C -2.04792 2.20857 -4.96245 0.9628 0.6629 -1.8870
C -3.04334 1.95248 -4.03861 1.9490 0.3359 -0.2344
C -2.69930 1.99946 -2.68898 0.0717 0.6597 -0.8612
C -1.44468 2.40155 -2.23919 0.4940 -0.0322 -0.9588
C -0.47656 2.72935 -3.23586 -1.1044 0.1779 0.5725
C -0.76671 2.65111 -4.58784 -0.4493 -0.7914 0.9239
Si -0.96980 2.30029 -0.41833 -0.3234 -1.4514 0.1907
C 0.14487 3.73820 -0.07650 1.5189 -0.3882 1.0220
C 1.33494 3.53289 0.72540 -1.3578 0.4745 0.0569
C 2.15288 4.59376 1.10411 0.1019 -1.4123 0.0630
C 1.86860 5.85696 0.61541 1.4698 -0.3539 0.6982
C 0.78321 6.02358 -0.16793 -1.8180 2.2147 -1.6277
C -0.11320 5.02278 -0.52566 1.0427 -0.2242 0.9211
C -2.58270 2.45743 0.58826 0.9230 0.6895 -0.1404
C -3.40524 1.34779 0.74443 -0.1812 -0.8145 0.6890
C -4.63700 1.48004 1.38825 0.5213 0.4873 0.1299
C -5.01011 2.71273 1.87663 -1.0841 1.0699 0.3815
C -4.19529 3.83861 1.74046 0.7387 0.3562 0.1302
C -2.93506 3.70500 1.14250 -1.2418 -0.7070 -0.7791
H -2.20135 2.18617 -6.07110 -0.3519 -0.1653 1.1168
H -4.00100 1.76686 -4.43608 -1.1711 -0.4327 0.1301
H -3.49055 1.85910 -2.01619 -0.8546 -0.4634 1.1768
H 0.43986 3.19226 -2.92724 0.5736 -0.0808 0.1787
H 0.02906 2.86262 -5.28827 -0.2373 0.1249 -0.3027
H 1.52940 2.55439 1.18577 -0.1137 0.2532 -0.4898
H 3.00856 4.34317 1.75122 -0.3726 0.5134 -0.3517
H 2.55439 6.66347 0.82572 -0.1297 0.2624 0.0656
H 0.53426 7.03624 -0.55487 0.3877 -0.6381 0.3620
H -0.99484 5.28926 -1.06965 -0.3514 -0.0880 -0.4411
H -3.06135 0.32635 0.49027 -0.2156 0.8485 -0.2527
H -5.32442 0.68541 1.58655 -0.0284 -0.7261 -0.2257
H -6.00955 2.82173 2.34902 0.8102 -0.0590 -0.2911
H -4.48987 4.83789 2.09244 -0.1033 -0.6185 -0.0313
H -2.31298 4.56805 0.92314 -0.0408 -0.0399 0.3701
C 2.46483 -7.55711 -1.44257 -2.1631 0.5893 0.5371
N 1.41628 -6.51382 -1.46950 0.7724 -0.5143 -0.5071
C 0.66719 -6.21216 -2.60966 -0.3667 2.3047 2.9200
C 0.03091 -5.06753 -2.24970 -0.5303 0.3556 -1.3692
N 0.41307 -4.66119 -1.00802 0.2239 -1.0925 0.3479
C 1.23962 -5.59174 -0.47066 0.5067 -0.2574 -1.6095
S 2.05552 -5.58311 0.95293 0.3929 0.2213 1.3057
H 2.02585 -8.31391 -0.79552 0.6461 -0.5441 -0.1357
H 3.33942 -7.13962 -1.00033 0.7314 0.1654 0.2645
H 2.60486 -7.87220 -2.46226 0.1790 -0.3362 -0.1789
H 0.57654 -6.78460 -3.46864 0.0748 -0.9981 -1.1863
H -0.67928 -4.46346 -2.76708 -0.2821 0.0883 -0.4470
H 0.12152 -3.81481 -0.54773 -0.2180 -0.0255 0.0750



17
Properties=species:S:1:pos:R:3:forces:R:3 method="wB97M-V/def2-TZVPD" total_charge=0
C 0.81978 -2.16447 -0.79441 -0.1079 -0.6908 0.4985
C -1.45069 0.32951 -1.31569 2.2986 2.4772 5.6766
C -0.67567 0.89890 -0.38905 -2.5189 -1.2071 -4.8941
C -0.01620 1.00443 0.78991 2.5114 -1.5631 -0.1046
C 0.43966 2.27180 1.44172 -1.7173 1.4554 1.2935
N -0.42981 -2.59766 -0.16334 -0.5921 0.5172 0.8080
H 0.92530 -2.75698 -1.71405 0.2681 0.3370 0.2100
H 1.64070 -2.42743 -0.08847 -0.3219 0.3977 -0.7238
H 0.76635 -1.09932 -1.01841 0.6812 -0.0261 -0.1752
H -2.23120 0.66883 -1.91715 -0.4669 -0.3623 -1.8646
H 0.20845 2.40461 -1.13528 -0.4871 -0.8113 1.1763
H 0.32425 -0.05290 1.22473 -0.7190 2.3836 -0.6111
H 1.45136 2.75502 1.21507 -1.7310 -0.7462 -0.3668
H -0.52864 3.03401 1.36687 2.8149 -1.5304 -0.1637
H 0.53414 2.03206 2.51380 -0.1214 0.1458 -0.1455
H -1.20353 -2.24679 -0.71985 -0.0493 -0.2115 -0.2116
H -0.57424 -2.05361 0.70361 0.2587 -0.5650 -0.4019



44
Properties=species:S:1:pos:R:3:forces:R:3 method="wB97M-V/def2-TZVPD" total_charge=+1
Zr -0.34935 -0.52610 0.27317 0.0227 0.0107 -0.0319
O -0.32030 -2.35058 -0.83484 0.0330 -0.0697 0.1754
C -0.03024 -1.58376 -1.81993 0.0009 0.0774 -0.1275
O -0.69938 -0.50480 -1.89492 0.0293 -0.0187 0.0139
C 1.29492 -1.68551 -2.47076 0.0477 0.0250 0.0394
C 1.58795 -2.35121 -3.64680 -0.0322 0.0126 -0.0032
C 2.89145 -2.34384 -4.11904 0.0068 0.0031 -0.0062
C 3.88314 -1.67589 -3.41491 -0.0039 0.0009 0.0025
C 3.59014 -1.01246 -2.23282 -0.0157 0.0033 0.0225
C 2.28948 -1.01302 -1.74546 -0.0051 -0.0184 -0.0401
S 1.99020 -0.16171 -0.18823 -0.0566 -0.0196 -0.0198
H 0.80564 -2.86782 -4.18647 0.0076 -0.0055 -0.0055
H 3.13201 -2.86173 -5.03687 0.0040 0.0007 -0.0002
H 4.89972 -1.67330 -3.78376 -0.0016 -0.0032 -0.0056
H 4.36671 -0.50087 -1.67997 0.0094 -0.0044 -0.0101
O -1.77670 0.98944 3.88415 0.0056 -0.0133 0.0031
C -1.46692 1.05636 2.74149 0.0081 -0.0112 -0.0357
O -0.80448 0.05346 2.09098 -0.0326 -0.0530 0.0200
C -1.76124 2.24546 1.83034 0.0375 -0.0256 -0.0184
P -1.73254 1.70245 0.08720 -0.0655 0.0237 0.0295
C -1.60392 3.09453 -1.02493 0.0181 -0.0150 -0.0155
C -0.47656 3.20416 -1.83575 -0.0057 -0.0024 0.0152
C -0.35377 4.28798 -2.69257 -0.0066 0.0019 0.0003
C -1.35192 5.24978 -2.73663 0.0088 -0.0039 -0.0013
C -2.48002 5.13698 -1.93107 -0.0023 0.0018 -0.0005
C -2.61211 4.05874 -1.07467 -0.0019 -0.0079 0.0040
C -3.28028 0.81188 -0.20787 0.0060 0.0666 0.0250
C -3.71425 0.65699 -1.52730 0.0007 -0.0253 -0.0324
C -4.83211 -0.11164 -1.80043 0.0178 0.0132 0.0115
C -5.51281 -0.74346 -0.76679 -0.0057 -0.0066 0.0077
C -5.08257 -0.60060 0.54370 -0.0267 -0.0157 -0.0093
C -3.96846 0.17578 0.82972 0.0075 0.0226 -0.0030
H -0.94831 2.96704 1.95267 -0.0192 0.0181 0.0172
H -2.68996 2.72401 2.13714 0.0078 0.0233 -0.0038
H 0.29550 2.44450 -1.79750 0.0052 0.0069 -0.0075
H 0.51890 4.37874 -3.32466 -0.0013 0.0039 -0.0023
H -1.25402 6.09465 -3.40515 -0.0016 0.0006 -0.0005
H -3.25523 5.88976 -1.97359 -0.0007 -0.0002 -0.0005
H -3.49553 3.96259 -0.45438 -0.0025 0.0053 -0.0021
H -3.17967 1.14369 -2.33392 -0.0041 -0.0032 -0.0034
H -5.17512 -0.21894 -2.82048 0.0068 0.0037 -0.0039
H -6.38490 -1.34464 -0.98602 -0.0023 -0.0009 0.0105
H -5.61901 -1.08316 1.34931 0.0018 0.0012 0.0009
H -3.67108 0.29581 1.86450 0.0006 -0.0026 -0.0086



HOMO energy (eV)
-4.8, -7.1, -7.2, -12.0